<P>
Formula: C2H5N3O
Source: the Open Molecules 2025 dataset
Level of theory: ωB97M-V with the def2-TZVPD basis set

Calculated values
Molecular weight (g mol⁻¹): 87.1
Highest occupied orbital energy (eV): -8.8
LUMO energy (eV): 1.05
SMILES: C=NO/C=N\N

Cartesian coordinates (Å):
C 0.90174 1.22160 -0.01017
C -2.19291 -0.29202 -0.00700
H 0.91027 -1.45079 -0.03640
H 2.55387 -1.42792 -0.02160
H 1.09900 2.27779 -0.31157
H -2.59505 -1.26639 -0.25677
H -2.96339 0.48610 0.14482
N 1.77972 -0.90020 0.28394
N 1.85828 0.41871 -0.13159
N -0.91630 -0.14882 -0.00701
O -0.43523 1.08195 0.35335

***

<Q>
Formula: C2H5N3O
Source: the Open Molecules 2025 dataset
Level of theory: ωB97M-V with the def2-TZVPD basis set

Calculated values
Molecular weight (g mol⁻¹): 87.1
Highest occupied orbital energy (eV): -10.1
LUMO energy (eV): 0.70
SMILES: [H]/N=C(N)\C=N/O

Cartesian coordinates (Å):
C 0.23630 0.75930 -0.42064
C -0.56855 0.36216 0.72197
H 2.26457 1.15031 -0.74333
H 1.76368 1.29889 0.86011
H -0.88826 -0.12827 -1.57759
H -0.98873 1.19882 1.24924
H 0.08622 -1.62672 -0.26522
N 1.47187 1.40187 -0.10076
N -0.04428 0.37515 -1.66746
N -0.86092 -0.83227 1.12124
O -0.52632 -1.90438 0.39969

***

What is the most stable structure shown above? It is <Q>.